Entry 1:
The following is a DFT calculation (wB97M-V/def2-TZVPD) of C7H10 in the gas phase.

Geometry as ORCA input:
```
! wB97M-V def2-TZVPD RIJCOSX def2/J DEFGRID3
* xyz 0 1
C -1.1520 2.4091 0.6147
C -0.8599 1.2680 0.3576
C -0.4629 -0.1007 0.0804
C 0.9125 -0.4675 0.6235
C 2.0558 0.2462 -0.1116
C -0.9155 -0.7063 -1.2287
C -1.5512 -1.1481 0.0542
H -1.4183 3.4165 0.8477
H 1.0387 -1.5552 0.5555
H 0.9309 -0.2189 1.6908
H 2.4852 -0.3816 -0.8980
H 2.8647 0.5196 0.5712
H 1.7010 1.1685 -0.5812
H -1.4991 -0.0800 -1.8962
H -0.2232 -1.3828 -1.7241
H -1.2959 -2.1288 0.4462
H -2.5678 -0.8270 0.2599
*
```

Output
maximum force	0.44	eV Å⁻¹
E_LUMO	0.04190	hartree
orbital gap	0.3852	Eh
energy relative to the best compared isomer or geometry (same formula, charge and spin)	56.4	kcal per mole


Entry 2:
The following is a DFT calculation (wB97M-V/def2-TZVPD) of C34H43N6OP2STi as an isolated structure.

Geometry as ORCA input:
```
! wB97M-V def2-TZVPD RIJCOSX def2/J DEFGRID3
* xyz 1 1
Ti -0.6836 1.2536 0.8703
C 2.6307 -3.0438 2.2444
C 1.6276 -3.0430 1.2879
C 1.1706 -1.8421 0.7609
C 1.6980 -0.6300 1.1953
C 2.7121 -0.6359 2.1528
C 3.1729 -1.8338 2.6685
N 1.1655 0.5661 0.6743
C 2.0752 1.5327 0.1822
C 3.3724 1.2976 -0.2526
C 4.1225 2.3423 -0.7773
C 3.5827 3.6176 -0.8973
C 2.2788 3.8640 -0.4869
C 1.5431 2.8243 0.0514
N 0.2014 2.9095 0.4804
N -0.3796 4.1294 0.5178
C -1.6681 3.9749 0.7474
C -2.5189 5.1262 0.8382
C -3.8512 4.9691 0.9851
C -4.4017 3.6554 1.0464
C -3.5593 2.5968 0.9925
N -2.1976 2.7083 0.8854
H 2.9948 -3.9749 2.6516
H 1.2070 -3.9770 0.9414
H 0.3991 -1.8289 -0.0058
H 3.1431 0.3038 2.4768
H 3.9613 -1.8266 3.4067
H 3.7981 0.3050 -0.1748
H 5.1301 2.1506 -1.1156
H 4.1723 4.4170 -1.3189
H 1.8244 4.8400 -0.5729
H -2.0527 6.0964 0.7666
H -4.5001 5.8317 1.0437
H -5.4656 3.4951 1.1278
H -3.9466 1.5853 1.0384
C 0.9377 1.5411 4.3504
P -0.6144 1.6294 3.4178
C -1.3132 3.2308 3.9140
C -1.6892 0.4006 4.2728
C -2.8455 -0.0632 3.3803
P -2.1926 -0.8162 1.8218
C -3.7056 -1.3034 0.9255
C -1.6088 -2.4306 2.4387
H 0.7362 1.7140 5.4098
H 1.6303 2.3013 3.9895
H 1.3989 0.5620 4.2207
H -1.2815 3.3317 5.0011
H -2.3427 3.3162 3.5684
H -0.7363 4.0370 3.4575
H -2.0617 0.8272 5.2101
H -1.0524 -0.4484 4.5419
H -3.4892 0.7809 3.1197
H -3.4708 -0.7962 3.9014
H -4.4427 -1.7192 1.6148
H -3.4481 -2.0659 0.1883
H -4.1411 -0.4657 0.3830
H -2.4063 -2.8944 3.0233
H -0.7141 -2.3216 3.0503
H -1.3530 -3.0797 1.6025
C -1.8777 -3.2431 -4.4573
C -1.3584 -3.6122 -3.0758
C -1.3192 -2.4277 -2.1248
N -0.2651 -1.5022 -2.5302
C -0.2272 -0.2127 -2.2603
S -1.5182 0.5602 -1.4320
N 0.8251 0.5667 -2.6551
C 1.9979 0.3226 -3.4066
O 2.7463 1.2437 -3.5984
C 2.2825 -1.0611 -3.8983
C 3.0730 -1.9075 -3.1276
C 3.3627 -3.1818 -3.5927
C 2.8754 -3.6002 -4.8232
C 2.1026 -2.7453 -5.5969
C 1.7998 -1.4727 -5.1367
H -1.8872 -4.1084 -5.1155
H -1.2602 -2.4801 -4.9280
H -2.8947 -2.8579 -4.3969
H -0.3606 -4.0587 -3.1434
H -1.9998 -4.3725 -2.6265
H -1.1200 -2.7518 -1.0970
H -2.2694 -1.8872 -2.1281
H 0.4975 -1.9044 -3.0638
H 0.7601 1.5417 -2.3624
H 3.4578 -1.5705 -2.1747
H 3.9778 -3.8426 -2.9995
H 3.1093 -4.5896 -5.1860
H 1.7376 -3.0676 -6.5617
H 1.1998 -0.8017 -5.7361
*
```

Output
maximum force	1.37	eV Å⁻¹
E_LUMO (alpha / beta)	-0.08657 / -0.10470	hartree
orbital gap (alpha / beta)	0.2486 / 0.2507	Eh
energy relative to the best compared isomer or geometry (same formula, charge and spin)	3.9	kcal per mole


Entry 3:
The following is a DFT calculation (wB97M-V/def2-TZVPD) of a 9-piece molecular cluster, C5H25NO8 overall.

Geometry as ORCA input:
```
! wB97M-V def2-TZVPD RIJCOSX def2/J DEFGRID3
* xyz 0 1
C -1.7853 -3.2541 -1.1220
C -0.5829 -2.8243 -1.5003
C -0.3147 -1.8427 -2.6104
N 0.2411 -0.5552 -2.1183
C 1.5599 -0.3191 -2.6152
C 2.4579 0.4041 -1.9323
H -1.8923 -4.0209 -0.3455
H -2.7651 -2.9512 -1.4300
H 0.3360 -3.1244 -1.0058
H 0.4228 -2.2831 -3.3095
H -1.1779 -1.6347 -3.2292
H 0.2171 -0.3681 -1.1114
H 1.7694 -0.8867 -3.5293
H 2.1862 0.9333 -1.0281
H 3.3963 0.5547 -2.4264
O 3.8278 -1.9643 -1.4028
H 2.9106 -2.2566 -1.3746
H 3.7385 -1.0938 -0.9981
O -0.0374 1.3027 1.0566
H 0.4802 0.7930 1.6919
H -0.9749 1.0123 1.0296
O -3.2385 1.7540 -0.8529
H -2.6569 2.5197 -0.8954
H -3.1948 1.4240 -1.7575
O 0.2556 1.9298 3.7758
H -0.4267 1.9642 3.0451
H 0.3462 1.0174 4.0554
O -2.3821 -1.3834 2.0645
H -1.6447 -1.4511 1.4524
H -2.1435 -1.8682 2.8598
O 0.6544 3.9638 0.1338
H 0.0215 3.2768 0.4079
H 1.2777 3.7832 0.8511
O 2.5150 -0.2906 2.2422
H 2.2917 -1.1917 2.5205
H 2.1255 0.1903 2.9881
O -2.5828 1.3903 1.9120
H -2.9219 0.5053 1.7257
H -3.1569 2.0746 1.5578
*
```

Output
maximum force	1.56	eV Å⁻¹
E_LUMO	-0.01265	hartree
orbital gap	0.2874	Eh
energy relative to the best compared isomer or geometry (same formula, charge and spin)	90.1	kcal per mole


Entry 4:
The following is a DFT calculation (wB97M-V/def2-TZVPD) of C11H6N2O4Ti as an isolated structure.

Geometry as ORCA input:
```
! wB97M-V def2-TZVPD RIJCOSX def2/J DEFGRID3
* xyz 2 3
O -0.1470 -3.4419 -2.2882
C -0.1470 -2.2937 -2.2733
Ti -0.1466 -0.4830 -2.2501
O -2.8650 -0.4811 -5.5021
C -2.1236 -0.4926 -4.6209
C 1.6340 -0.4800 -2.5655
O 2.7680 -0.4784 -2.7664
C -0.1460 1.3278 -2.2270
O -0.1458 2.4760 -2.2123
N 1.2214 -1.3324 1.7028
C 1.0804 -1.5071 0.3700
N 0.2861 -0.5624 -0.2023
C -0.0798 0.2319 0.8313
C -0.8946 1.3683 0.8514
C -1.0828 2.0217 2.0863
C -0.4736 1.5295 3.2621
C 0.3278 0.3769 3.2167
C 0.5004 -0.2394 1.9811
H 1.7780 -1.9180 2.3631
H 1.5546 -2.3127 -0.1739
H -1.3738 1.7535 -0.0318
H -1.6992 2.9096 2.1354
H -0.6253 2.0411 4.2037
H 0.7992 -0.0139 4.1096
*
```

Output
maximum force	11.31	eV Å⁻¹
E_LUMO (alpha / beta)	-0.38475 / -0.40330	hartree
orbital gap (alpha / beta)	0.1954 / 0.1779	Eh
energy relative to the best compared isomer or geometry (same formula, charge and spin)	73.5	kcal per mole


Entry 5:
The following is a DFT calculation (wB97M-V/def2-TZVPD) of a 4-piece molecular cluster, C23H42O11 overall.

Geometry as ORCA input:
```
! wB97M-V def2-TZVPD RIJCOSX def2/J DEFGRID3
* xyz 0 1
C 0.1432 0.7073 0.9325
C -1.0437 1.4661 1.0870
C -2.3986 1.2673 0.3204
C -2.8504 0.3698 -0.6881
C -2.0039 -0.8507 -1.2619
C -2.2191 -1.2230 -2.8029
C -0.8507 -0.7946 -3.5820
O -0.9789 0.5774 -4.0582
C -0.4343 1.5136 -3.1360
C -1.3823 2.7473 -2.7053
O 0.7087 1.4579 -2.6222
C -4.2728 0.9609 -1.0684
O -5.1154 0.6280 -1.9259
O -4.4343 2.2574 -0.4457
C -3.6622 2.1577 0.7353
O -3.9276 2.4226 1.9399
H 1.1478 1.2356 1.1278
H 0.1820 -0.4027 0.6946
H -0.9626 2.4122 1.7354
H -0.8874 -0.7711 -1.0450
H -2.3662 -1.7545 -0.6378
H -2.2705 -2.3637 -2.8971
H -3.1518 -0.7623 -3.2687
H -0.7366 -1.4775 -4.5089
H 0.0892 -0.9827 -2.9530
H -2.4748 2.4231 -2.8758
H -1.2487 3.0326 -1.6058
H -1.1017 3.6723 -3.3237
C 4.0759 -4.0891 -6.2077
O 4.5351 -3.3055 -5.1152
C 3.7833 -2.1035 -4.9558
C 2.8046 -2.2153 -3.7922
O 1.7602 -3.1457 -4.0835
C 1.9475 -4.3887 -3.4214
H 4.5748 -5.0585 -6.1652
H 2.9958 -4.2505 -6.1615
H 4.3376 -3.6018 -7.1521
H 3.2611 -1.8415 -5.8821
H 4.5004 -1.3071 -4.7361
H 2.3291 -1.2417 -3.6390
H 3.3255 -2.4860 -2.8680
H 1.7735 -4.2687 -2.3472
H 2.9501 -4.7891 -3.5913
H 1.2180 -5.0988 -3.8158
C -5.8653 -2.5364 5.1490
O -4.8687 -1.6291 5.5973
C -3.5705 -1.9664 5.1122
C -3.1538 -1.0497 3.9671
O -3.9420 -1.2873 2.8027
C -4.9339 -0.2848 2.6084
H -6.8420 -2.1264 5.4109
H -5.8248 -2.6758 4.0656
H -5.7445 -3.5012 5.6516
H -3.5265 -3.0175 4.8073
H -2.8742 -1.8273 5.9447
H -2.1165 -1.2726 3.6991
H -3.2065 0.0013 4.2692
H -4.4589 0.6543 2.3045
H -5.5279 -0.1239 3.5120
H -5.6008 -0.6150 1.8083
C 4.6783 5.1092 4.0801
O 5.5823 4.1835 3.4932
C 5.2393 2.8304 3.7860
C 4.5823 2.1560 2.5866
O 3.2917 2.7067 2.3272
C 3.2994 3.5953 1.2177
H 4.8969 6.1000 3.6788
H 3.6396 4.8602 3.8477
H 4.8199 5.1319 5.1651
H 4.5946 2.7713 4.6694
H 6.1731 2.3082 4.0144
H 4.4346 1.0967 2.8173
H 5.2229 2.2229 1.7014
H 3.4336 3.0301 0.2900
H 4.0861 4.3484 1.3096
H 2.3340 4.1040 1.1797
*
```

Output
maximum force	5.95	eV Å⁻¹
E_LUMO	-0.04442	hartree
orbital gap	0.2904	Eh
energy relative to the best compared isomer or geometry (same formula, charge and spin)	166.5	kcal per mole